The following is a quantum chemistry calculation of 4 unconnected molecules or ions with the total composition C2H10NO5 in a non-equilibrium geometry, from the OMol25 dataset.

Last columns: bonded neighbours and bond lengths (Å).
Cartesian coordinates (Å):
1 O 0.597 0.698 -2.720  C2 1.220
2 C 0.459 0.645 -1.509  O1 1.220, N3 1.360, H6 1.113
3 N 0.655 -0.411 -0.674  C2 1.360, C4 1.533, H7 1.020
4 C 0.248 -0.221 0.791  N3 1.533, O5 1.365, H8 1.114, H9 1.093
5 O -1.103 -0.136 0.971  C4 1.365
6 H 0.654 1.579 -0.937  C2 1.113
7 H 0.298 -1.297 -1.031  N3 1.020
8 H 0.791 -1.076 1.255  C4 1.114
9 H 0.649 0.737 1.132  C4 1.093
10 H -3.015 -1.683 -0.830  O12 0.953
11 H -1.999 -1.154 0.303  O12 1.050
12 O -2.353 -1.994 -0.218  H10 0.953, H11 1.050
13 H 3.120 -0.957 1.160  O15 0.966
14 H 2.573 -0.359 -0.264  O15 0.988
15 O 3.353 -0.582 0.301  H13 0.966, H14 0.988
16 H -1.308 1.427 1.074  O18 1.045
17 H -1.941 2.378 0.136  O18 0.960
18 O -1.678 2.404 1.058  H16 1.045, H17 0.960

As for the net charge: -1. For the energy above the lowest of the compared OMol25 structures with the same formula, charge and spin, the calculation gives 1.6746 eV. As for the lowest unoccupied orbital energy: 3.6769 eV. Its HOMO energy is -5.3 eV.

The molecule's Mulliken atomic charges, reported in e, are given here: -0.586, 0.117, -0.185, -0.437, -0.936, 0.301, 0.210, 0.187, 0.419, 0.252, 0.418, -0.735, 0.290, 0.431, -0.705, 0.411, 0.270, -0.725

---

The following is a quantum chemistry calculation of a gas-phase ion, C5H11O (charge -1) in a non-equilibrium geometry, from the OMol25 dataset.

Last columns: bonded neighbours and bond lengths (Å).
Cartesian coordinates (Å):
1 C 0.733 0.357 -1.518  O2 1.337, C3 1.562, H7 1.129, H8 1.122
2 O 1.530 -0.641 -1.915  C1 1.337
3 C -0.473 -0.150 -0.664  C1 1.562, C4 1.513, H9 1.095, H10 1.107
4 C -0.193 -0.114 0.822  C3 1.513, C5 1.548, C6 1.547, H11 1.092
5 C -1.133 -0.991 1.685  C4 1.548, H12 1.087, H13 1.089, H14 1.092
6 C -0.191 1.337 1.359  C4 1.547, H15 1.058, H16 1.097, H17 1.087
7 H 1.250 1.078 -0.820  C1 1.129
8 H 0.304 0.989 -2.339  C1 1.122
9 H -0.602 -1.187 -0.990  C3 1.095
10 H -1.429 0.356 -0.898  C3 1.107
11 H 0.810 -0.534 0.922  C4 1.092
12 H -0.933 -0.725 2.720  C5 1.087
13 H -2.162 -0.826 1.371  C5 1.089
14 H -0.906 -2.050 1.545  C5 1.092
15 H 0.798 1.615 1.611  C6 1.058
16 H -0.859 1.527 2.208  C6 1.097
17 H -0.621 2.011 0.623  C6 1.087

As for the SMILES: CC(C)CC[O-]. As for the net charge: -1. For the energy above the lowest of the compared OMol25 structures with the same formula, charge and spin, the calculation gives 0.2966 eV. As for the lowest unoccupied orbital energy: 3.9711 eV. Its HOMO energy is -2.1 eV.

The molecule's Mulliken atomic charges, reported in e, are given here: -0.410, -0.894, -0.844, 0.759, -1.646, -1.441, 0.092, 0.202, 0.286, 0.412, 0.248, 0.449, 0.312, 0.379, 0.302, 0.485, 0.307

---

The following is a quantum chemistry calculation of 12 unconnected molecules or ions with the total composition C4H32N2O13 in a non-equilibrium geometry, from the OMol25 dataset.

Last columns: bonded neighbours and bond lengths (Å).
Cartesian coordinates (Å):
1 N -0.571 -0.581 0.649  C2 1.495, H9 0.956, H10 1.006
2 C -1.356 0.088 -0.433  N1 1.495, C3 1.635, C6 1.609, H11 1.136
3 C -0.884 -0.619 -1.830  C2 1.635, C4 1.599, O5 1.395, H12 1.164
4 C -1.721 -0.100 -3.089  C3 1.599, H13 1.054, H14 1.136, H15 1.133
5 O -1.139 -1.984 -1.702  C3 1.395, H16 0.980
6 C -2.890 -0.245 -0.080  C2 1.609, N7 1.368, O8 1.335
7 N -3.635 -1.186 -0.737  C6 1.368, H17 1.060, H18 1.074
8 O -3.448 0.386 0.956  C6 1.335
9 H -0.802 -1.504 0.741  N1 0.956
10 H -0.406 -0.106 1.520  N1 1.006
11 H -1.071 1.186 -0.488  C2 1.136
12 H 0.253 -0.537 -2.069  C3 1.164
13 H -2.462 0.644 -2.991  C4 1.054
14 H -0.981 0.159 -3.911  C4 1.136
15 H -2.391 -0.811 -3.663  C4 1.133
16 H -0.622 -2.325 -0.943  O5 0.980
17 H -3.384 -1.927 -1.451  N7 1.060
18 H -4.476 -1.337 -0.086  N7 1.074
19 H 4.469 0.048 -0.395  O21 0.963
20 H 4.103 -0.704 0.897  O21 0.905
21 O 4.691 -0.667 0.210  H19 0.963, H20 0.905
22 H 2.997 2.314 0.451  O24 0.998
23 H 3.011 3.691 0.589  O24 0.912
24 O 2.851 3.000 1.161  H22 0.998, H23 0.912
25 H 2.213 2.148 3.634  O27 0.914
26 H 0.611 1.897 3.481  O27 1.015
27 O 1.556 1.527 3.496  H25 0.914, H26 1.015
28 H -0.747 3.854 1.862  O30 0.944
29 H -1.838 3.233 2.754  O30 0.923
30 O -0.943 3.451 2.694  H28 0.944, H29 0.923
31 H 0.984 0.681 -2.548  O33 1.049
32 H 1.473 1.844 -3.486  O33 0.904
33 O 0.711 1.508 -3.135  H31 1.049, H32 0.904
34 H 2.601 -3.582 -1.711  O36 0.995
35 H 1.794 -2.167 -1.499  O36 0.943
36 O 2.608 -2.587 -1.724  H34 0.995, H35 0.943
37 H -0.448 -3.995 2.890  O39 1.018
38 H -1.649 -3.514 2.159  O39 0.941
39 O -0.717 -3.525 2.028  H37 1.018, H38 0.941
40 H -0.389 2.298 -1.191  O42 1.077
41 H -0.929 3.643 -1.709  O42 0.898
42 O -0.484 3.351 -0.985  H40 1.077, H41 0.898
43 H -3.177 -0.252 2.511  O45 1.081
44 H -1.904 -1.123 2.941  O45 0.951
45 O -2.846 -1.221 2.857  H43 1.081, H44 0.951
46 H 2.407 -0.325 2.945  O48 0.949
47 H 2.292 0.178 1.670  O48 0.944
48 O 2.180 -0.661 2.087  H46 0.949, H47 0.944
49 H 2.767 -1.418 -3.892  O51 1.035
50 H 3.309 -0.886 -2.504  O51 1.030
51 O 2.848 -0.536 -3.355  H49 1.035, H50 1.030

As for the SMILES: C[C@H](O)[C@H](N)C(N)=O.O.O.O.O.O.O.O.O.O.O.O. As for the net charge: 0. For the energy above the lowest of the compared OMol25 structures with the same formula, charge and spin, the calculation gives 7.1912 eV. As for the lowest unoccupied orbital energy: -0.0132 eV. Its HOMO energy is -9.4 eV.

The molecule's Mulliken atomic charges, reported in e, are given here: -0.179, 1.195, 0.880, -1.543, -0.641, 0.220, -0.340, -0.816, -0.066, 0.094, -0.364, -0.413, 0.458, 0.336, 0.392, 0.304, 0.254, 0.337, 0.276, 0.370, -0.591, 0.243, 0.271, -0.495, 0.255, 0.294, -0.580, 0.296, 0.298, -0.604, 0.243, 0.239, -0.576, 0.256, 0.392, -0.642, 0.297, 0.318, -0.627, 0.397, 0.292, -0.608, 0.377, 0.281, -0.668, 0.328, 0.223, -0.630, 0.329, 0.293, -0.656

---

The following is a quantum chemistry calculation of a gas-phase ion, C9H12BO4 (charge -1) in a non-equilibrium geometry, from the OMol25 dataset.

Last columns: bonded neighbours and bond lengths (Å).
Cartesian coordinates (Å):
1 B -0.349 1.318 0.581  C8 1.581, O12 1.595, O13 1.411, O14 1.520
2 C -1.434 -2.726 0.194  C3 1.407, C4 1.464, H15 1.134
3 C -0.182 -2.217 0.586  C2 1.407, C5 1.437, H16 1.154
4 C -2.365 -1.745 -0.366  C2 1.464, C7 1.359, H17 1.051
5 C 0.648 -1.173 0.050  C3 1.437, C8 1.346, H18 0.997
6 C -2.595 0.872 -0.524  C7 1.494, O11 1.211, O12 1.284
7 C -2.208 -0.457 0.038  C4 1.359, C6 1.494, H19 1.081
8 C 0.525 0.164 -0.055  B1 1.581, C5 1.346, C10 1.568
9 C 3.113 0.629 -0.616  C10 1.531, H20 1.056, H21 1.049, H22 1.168
10 C 1.634 0.757 -0.991  C8 1.568, C9 1.531, H23 1.048, H24 1.191
11 O -3.625 1.207 -1.064  C6 1.211
12 O -1.626 1.685 -0.300  B1 1.595, C6 1.284
13 O -0.711 0.973 1.901  B1 1.411, H25 0.982
14 O 0.414 2.622 0.408  B1 1.520, H26 0.952
15 H -1.789 -3.800 0.281  C2 1.134
16 H 0.519 -3.026 1.019  C3 1.154
17 H -3.096 -1.962 -1.089  C4 1.051
18 H 1.484 -1.650 -0.210  C5 0.997
19 H -1.615 -0.222 0.910  C7 1.081
20 H 3.636 1.085 -1.411  C9 1.056
21 H 3.371 -0.381 -0.496  C9 1.049
22 H 3.475 1.269 0.292  C9 1.168
23 H 1.565 0.280 -1.922  C10 1.048
24 H 1.346 1.912 -1.014  C10 1.191
25 H -0.272 1.459 2.633  O13 0.982
26 H 0.136 3.125 1.167  O14 0.952

As for the net charge: -1. For the energy above the lowest of the compared OMol25 structures with the same formula, charge and spin, the calculation gives 1.9321 eV. As for the lowest unoccupied orbital energy: 3.3014 eV. Its HOMO energy is -4.5 eV.

The molecule's Mulliken atomic charges, reported in e, are given here: 0.880, -0.297, -0.998, -0.452, -0.589, 0.484, -0.419, 1.074, -1.170, -0.772, -0.719, -0.691, -0.776, -0.856, 0.328, 0.194, 0.525, 0.410, 0.698, 0.413, 0.334, 0.181, 0.478, 0.278, 0.273, 0.188

---

The following is a quantum chemistry calculation of 6 unconnected molecules or ions with the total composition CH12O6 in a non-equilibrium geometry, from the OMol25 dataset.

Last columns: bonded neighbours and bond lengths (Å).
Cartesian coordinates (Å):
1 O 1.013 2.338 -0.162  C2 1.207
2 C 1.969 1.662 -0.459  O1 1.207, H3 1.103, H4 1.086
3 H 2.592 1.221 0.337  C2 1.103
4 H 2.162 1.224 -1.434  C2 1.086
5 H -1.347 -1.034 -0.049  O7 0.969
6 H -0.975 -2.681 -0.094  O7 0.940
7 O -0.995 -1.848 0.343  H5 0.969, H6 0.940
8 H 1.490 -0.989 -2.291  O10 0.962
9 H 1.013 -0.420 -3.569  O10 0.945
10 O 1.660 -0.261 -2.898  H8 0.962, H9 0.945
11 H -2.231 2.062 -0.345  O13 0.941
12 H -0.681 1.631 -0.276  O13 0.960
13 O -1.601 1.362 -0.336  H11 0.941, H12 0.960
14 H 1.173 -2.733 -0.270  O16 0.960
15 H 1.462 -1.648 0.656  O16 0.957
16 O 1.919 -2.205 0.026  H14 0.960, H15 0.957
17 H -2.348 1.390 3.593  O19 0.973
18 H -3.091 0.015 3.491  O19 0.936
19 O -3.184 0.913 3.738  H17 0.973, H18 0.936

As for the SMILES: C=O.O.O.O.O.O. As for the net charge: 0. For the energy above the lowest of the compared OMol25 structures with the same formula, charge and spin, the calculation gives 1.2699 eV. As for the lowest unoccupied orbital energy: 0.1970 eV. Its HOMO energy is -10.4 eV.

The molecule's Mulliken atomic charges, reported in e, are given here: -0.540, 0.017, 0.240, 0.213, 0.335, 0.304, -0.666, 0.326, 0.306, -0.614, 0.276, 0.410, -0.600, 0.284, 0.335, -0.624, 0.319, 0.315, -0.636

---

Q: Look up the energy above the lowest of the compared OMol25 structures with the same formula, charge and spin of the fourth one.
A: 1.9321 eV

---

Q: Number 4 is which compound?
A: C9H12BO4

---

Q: Which value of energy above the lowest of the compared OMol25 structures with the same formula, charge and spin does entry 4 give?
A: 1.9321 eV

---

Q: Which value of HOMO does entry 2 give?
A: -2.1 eV